118
Properties=species:S:1:pos:R:3:forces:R:3 method="wB97M-V/def2-TZVPD" lumo_ev=-1.25 orbital_gap_ev=7.6678 total_energy_ha=-7728.75093 homo_ev=-8.9
C -4.53718 1.43581 -0.84534 0.8674 0.0972 -0.2401
C -3.30468 0.49557 -0.60517 -0.6808 0.2678 0.3284
C -3.39027 -0.80972 -1.43366 0.1981 1.4039 0.0604
N -3.21102 -0.46405 -2.87423 0.8598 -0.1378 -0.0146
C -1.99260 -0.96757 -3.45786 0.0749 -0.4877 -0.4245
C -0.70558 -0.86609 -2.90656 0.5072 0.0094 0.4068
O -0.52600 -0.26861 -1.68820 -0.4233 0.3261 -0.4051
C 0.40027 -1.36636 -3.60127 0.4132 -0.0249 -0.6930
C 0.23740 -1.97860 -4.85366 0.5678 -0.0640 -0.5693
C -1.03102 -2.08422 -5.41095 0.2403 0.1101 0.4689
Br -1.31084 -2.89740 -7.13340 -0.0342 0.2665 0.6011
C -2.12510 -1.57681 -4.70057 -0.4248 -0.7226 -0.9262
B -3.57862 -1.69804 -5.38741 0.4025 0.2567 0.0049
O -4.47379 -2.63171 -4.88959 0.1415 0.5845 0.0734
C -3.86668 -0.74218 -6.62639 0.0900 0.6447 0.5598
C -5.00526 0.29486 -6.29428 0.5944 -0.8667 -0.4021
C 1.49861 -2.47158 -5.55249 -0.1553 0.0199 0.2406
O 1.53853 -3.49123 -6.19680 0.0825 0.5906 0.5460
C 2.72172 -1.56252 -5.33815 -0.5112 -0.2644 0.0687
C 3.61306 -1.30421 -6.36906 0.2189 0.6608 -0.3188
S 3.39470 -2.02837 -7.99925 -0.2367 -0.1780 0.0040
C 4.69677 -0.42180 -6.11617 0.3022 -0.0077 -0.4868
I 5.96884 -0.01549 -7.77067 -0.2672 0.0243 0.2284
C 4.91428 0.18260 -4.87092 -0.2650 -1.4219 0.3523
P 6.25678 1.35572 -4.47037 -0.8100 2.6938 0.7247
O 7.52887 1.32361 -5.45166 -0.3152 -0.6142 0.7275
O 6.88742 1.08540 -2.99140 0.4027 -0.9354 -1.6703
S 5.46648 3.12881 -4.42156 -0.0270 -0.2878 -0.3786
C 3.97624 -0.12144 -3.83951 0.5374 0.5277 1.1645
C 4.08063 0.46139 -2.41134 -0.6714 -0.2782 -0.2195
C 4.57711 -0.57355 -1.34957 -0.1030 0.2965 0.0597
C 5.87165 -0.17459 -0.59386 -0.4275 -0.1469 0.1131
C 7.02508 -1.14261 -0.83980 -0.0134 0.1768 0.6337
F 7.00573 -1.72608 -2.06273 -0.1015 0.2484 0.1416
F 6.92767 -2.17798 0.05932 -0.0457 0.1931 -0.1975
C 8.46648 -0.52316 -0.64182 0.5782 -0.7725 -1.3895
F 8.46576 0.74494 -0.23835 -0.0770 -0.3993 0.4733
F 9.21827 -1.29737 0.14392 -0.3022 0.6446 0.3299
F 9.10298 -0.53194 -1.85007 -0.2184 0.2955 0.2567
C 2.89177 -0.96571 -4.07189 0.0252 -0.3722 -0.7594
C 1.82287 -1.29553 -3.05800 -1.1314 -0.2288 0.1484
O 1.99512 -1.54234 -1.88267 0.4309 0.3924 -0.3571
H -5.09557 1.08468 -1.72463 -0.2028 0.1596 0.4210
H -5.16771 1.55813 0.04225 -0.0567 -0.2958 -0.3636
H -4.15735 2.44102 -1.09131 -0.2931 -0.2554 0.0638
H -2.41203 1.07632 -0.87355 -0.0486 -0.5610 0.0469
H -3.22961 0.27884 0.47036 0.0335 -0.1005 -0.3023
H -4.39494 -1.23936 -1.31179 0.3921 -0.1617 0.0817
H -2.59717 -1.50094 -1.12597 -0.4159 -0.0311 -0.0576
H -3.15546 0.54597 -2.99439 -0.3450 -0.0743 0.2506
H 0.33566 0.16534 -1.67986 0.0240 -0.2957 0.2696
H -5.13971 -2.20595 -4.33529 -0.1005 -0.2547 -0.1373
H -4.07804 -1.34305 -7.52301 -0.1937 0.1950 0.2649
H -2.95821 -0.15249 -6.83267 -0.1844 -0.3531 -0.1749
H -4.57503 1.17706 -5.80095 -0.2572 -0.3217 0.0401
H -5.45634 0.62188 -7.23840 -0.2020 -0.0120 0.4118
H -5.73205 -0.21061 -5.64165 -0.1426 0.5654 -0.2900
H 2.63826 -1.07533 -8.60119 0.3044 -0.0180 0.4665
H 7.42651 2.09945 -6.02854 0.1314 -0.1214 -0.0132
H 7.82573 0.85917 -3.12513 -0.0517 -0.1142 0.3427
H 4.60879 1.42029 -2.39069 0.0151 -0.3861 -0.0063
H 3.03735 0.70160 -2.14595 0.4170 0.1204 -0.0313
H 3.79179 -0.68917 -0.59264 0.2019 0.0681 -0.3447
H 4.62996 -1.55276 -1.84366 0.2896 0.2286 0.3468
H 6.13565 0.87098 -0.78178 0.1155 -0.4293 -0.1763
H 5.66237 -0.22586 0.48725 0.2584 -0.0752 -0.3146
O -9.65768 5.56739 3.26286 1.0690 1.2339 3.5298
P -8.51881 4.61842 3.47325 -0.5367 -3.8141 -7.2630
O -7.57793 4.97907 2.17250 0.0827 0.1827 0.7684
C -6.85596 6.20585 2.17464 0.1878 0.1834 -0.0471
C -5.72054 6.20636 3.18445 -0.0769 -0.0382 0.1556
O -9.23846 3.25000 2.91310 0.1309 -0.0209 0.9259
C -10.65346 3.19635 2.72752 -0.2269 0.0483 -0.2308
C -11.06036 3.66742 1.34280 0.0533 -0.0567 -0.2376
O -7.31649 3.64466 4.10933 -0.9179 2.3945 2.2223
C -7.12670 3.67934 5.53451 0.0977 -0.1189 0.3953
C -8.40341 3.40504 6.30531 -0.1370 -0.0566 -0.1463
H -7.53959 7.03938 2.36313 -0.0158 -0.0162 -0.0323
H -6.44944 6.33256 1.17086 -0.1064 -0.1202 -0.0320
H -6.11022 6.24432 4.20666 0.0444 0.0377 0.0065
H -5.07689 7.07594 3.04511 -0.0422 0.0110 -0.0139
H -5.12016 5.30078 3.09584 -0.0008 0.0275 -0.0715
H -11.16417 3.76017 3.50711 0.0708 0.1482 -0.0631
H -10.95241 2.15376 2.85673 0.2194 -0.0342 0.0182
H -10.51633 4.56039 1.03531 -0.0496 0.0765 0.2266
H -12.12917 3.88583 1.30875 0.0115 -0.0358 0.0020
H -10.84267 2.89953 0.59838 -0.0276 -0.0257 0.0265
H -6.71489 4.65193 5.82039 0.0670 -0.0409 0.0107
H -6.37796 2.92481 5.77530 0.0124 -0.0031 -0.2032
H -9.16608 4.16647 6.10176 0.0527 0.0268 0.0397
H -8.20856 3.40967 7.37811 0.0028 0.0133 -0.0157
H -8.82538 2.43985 6.02452 0.0459 -0.0112 0.0213
O 4.06665 -2.17472 5.78424 0.6568 1.2920 -3.3164
P 4.89802 -3.29183 5.24198 0.0444 -4.6794 5.9820
O 3.88501 -4.57550 5.35638 0.3268 0.5130 -0.5405
C 2.77576 -4.64654 4.46542 -0.2319 -0.1023 -0.2036
C 3.20219 -4.91879 3.03276 0.1234 0.1395 -0.0362
O 5.87020 -3.57396 6.53481 0.2561 0.3736 -0.6508
C 5.92514 -2.64464 7.61721 -0.1459 0.0616 0.2996
C 4.87227 -2.94007 8.67031 -0.0668 -0.1861 0.1464
O 5.98678 -4.13824 4.30531 -1.1239 2.7157 -1.4220
C 6.62111 -3.42240 3.23017 0.2714 0.1450 -0.3445
C 7.29664 -2.14469 3.68906 -0.0311 0.0291 0.2180
H 2.19154 -3.72310 4.52472 0.0105 -0.0107 0.0438
H 2.14249 -5.46123 4.81724 0.1046 0.0145 0.1394
H 3.70112 -4.04418 2.60326 -0.0338 -0.0214 -0.0462
H 2.33831 -5.14536 2.40654 -0.0153 0.0272 0.0376
H 3.90378 -5.75171 2.98689 -0.0585 -0.0279 0.0381
H 5.84579 -1.62230 7.24931 -0.1678 -0.0337 -0.0602
H 6.91795 -2.73411 8.06377 0.0218 -0.1660 -0.1477
H 3.90687 -3.18733 8.22886 0.0451 0.1924 -0.1479
H 4.73924 -2.08322 9.33332 0.0314 -0.0213 0.0023
H 5.16664 -3.79976 9.27476 0.0337 0.0242 0.0066
H 5.87853 -3.19957 2.45848 0.0486 -0.0604 -0.0504
H 7.35869 -4.09254 2.78947 -0.1067 -0.1356 0.1163
H 6.57261 -1.43799 4.11297 -0.0013 -0.0154 -0.0656
H 7.78857 -1.65303 2.84893 -0.0071 -0.0336 -0.0053
H 8.03649 -2.35353 4.46217 0.0235 -0.0213 -0.0445